Record 1
{
  "formula": "C7H14N2O4S",
  "method": "the ωB97M-V functional and the def2-TZVPD basis",
  "elements": ["C", "C", "O", "C", "N", "C", "O", "C", "N", "C", "S", "C", "O", "O", "H", "H", "H", "H", "H", "H", "H", "H", "H", "H", "H", "H", "H", "H"],
  "coordinates": [[2.98686, 1.82880, 0.42054], [1.76693, 1.18602, 1.12748], [0.99890, 2.21846, 1.82046], [0.81049, 0.32464, 0.25483], [-0.21559, -0.11073, 1.14565], [-1.20279, -0.95415, 0.81771], [-1.82550, -1.52844, 1.70554], [-1.59733, -1.10637, -0.67477], [-2.51812, -2.20418, -0.71048], [-2.19779, 0.25279, -1.15769], [-4.04647, 0.23760, -0.98635], [1.63174, -0.92879, -0.34586], [2.11064, -1.77905, 0.36905], [1.81681, -0.95524, -1.66161], [2.52198, 2.46773, -0.35735], [3.59916, 2.41395, 1.12497], [3.62386, 1.14300, -0.08392], [2.11977, 0.46221, 1.91769], [1.50079, 2.55020, 2.55376], [0.34976, 0.78287, -0.64708], [-0.14382, 0.16252, 2.13640], [-0.72885, -1.30967, -1.28627], [-2.14174, -2.92175, -1.27886], [-2.82178, -2.54252, 0.21466], [-2.12465, 0.36737, -2.22102], [-1.84120, 1.15770, -0.72358], [-4.04117, -1.05957, -1.35176], [1.60912, -0.15539, -2.12216]],
  "homo_energy_ev": -8.631,
  "homo_lumo_gap_ev": 8.77,
  "smiles": "C[C@@H](O)[C@H](NC(=O)[C@@H](N)CS)C(=O)O"
}

***

Record 2
{
  "formula": "C12H20N4O3",
  "method": "the ωB97M-V functional and the def2-TZVPD basis",
  "elements": ["C", "C", "C", "C", "C", "C", "C", "C", "C", "C", "C", "C", "H", "H", "H", "H", "H", "H", "H", "H", "H", "H", "H", "H", "H", "H", "H", "H", "H", "H", "H", "H", "N", "N", "N", "N", "O", "O", "O"],
  "coordinates": [[-0.97851, -1.55446, -2.33126], [-1.19430, -0.43343, -1.26944], [0.12366, -2.61340, -1.67670], [-0.29153, -3.14990, -0.44998], [-1.35560, -3.90921, -0.05659], [-0.69883, -2.87774, 1.73969], [-0.28795, 1.53162, -0.38103], [0.14563, 2.91918, -0.79388], [0.91113, 1.09074, 0.53809], [0.80280, 1.76479, 1.86016], [1.48047, 1.09912, 3.04515], [1.51381, 3.12839, 1.68732], [-1.16588, -0.55257, -4.00679], [-0.14553, -1.68101, -4.24170], [-1.81389, -2.21482, -2.53839], [0.02044, -3.20897, -2.69181], [1.14534, -2.16314, -1.65702], [-2.04380, -4.36550, -0.70985], [-0.30855, -2.62115, 2.69631], [-2.89442, -3.95054, 1.98889], [0.13705, 0.96140, -2.48536], [-1.31620, 1.56204, 0.11139], [1.71713, 1.07591, -0.17989], [0.67310, 0.11702, 0.76171], [-0.24620, 1.86919, 2.00860], [1.62120, -0.00393, 3.12697], [1.17481, 1.68908, 3.98506], [2.54590, 1.40548, 2.70245], [1.93481, 3.71339, 2.55999], [2.40366, 2.97284, 1.08092], [0.97689, 3.91881, 1.08664], [-0.46122, 4.63496, -0.70195], [-0.49841, -1.07157, -3.53332], [0.15322, -2.52408, 0.77934], [-1.72126, -3.72962, 1.43052], [-0.41555, 0.65226, -1.49706], [-1.86342, -0.52708, -0.17175], [1.11418, 3.28284, -1.43383], [-0.89416, 3.76306, -0.38160]],
  "homo_energy_ev": -8.549,
  "homo_lumo_gap_ev": 8.90
}

***

Record 3
{
  "formula": "C12H28IO3P2Yb",
  "method": "the ωB97M-V functional and the def2-TZVPD basis",
  "elements": ["C", "C", "H", "H", "H", "O", "I", "Yb", "P", "C", "C", "H", "H", "H", "H", "H", "H", "C", "H", "H", "H", "P", "C", "C", "H", "H", "H", "C", "H", "H", "H", "H", "H", "H", "C", "O", "C", "C", "C", "O", "H", "H", "H", "H", "H", "H", "H"],
  "coordinates": [[2.68789, 0.89549, -0.69800], [1.50064, 0.45693, -1.39822], [3.55272, 0.80451, -1.38082], [2.84559, 0.29484, 0.21808], [2.59518, 1.96966, -0.39122], [1.23771, -0.57405, -1.96003], [0.82608, 2.42751, 1.24396], [-1.61132, -0.06794, 1.90755], [-0.57594, 1.84266, -1.31258], [-1.77869, 0.96325, -2.38165], [-1.63283, 3.27113, -0.91854], [-1.94651, 3.79061, -1.82403], [-0.43163, 3.25179, -3.20733], [-1.07146, 3.94185, -0.26872], [1.13440, 3.22625, -2.33513], [-2.60692, 0.55557, -1.78659], [-2.50857, 2.92399, -0.36590], [0.30980, 2.61499, -2.71338], [-2.16953, 1.71373, -3.08183], [0.67747, 1.86371, -3.42518], [-1.27357, 0.15784, -2.92999], [1.12187, -1.68128, 1.26036], [0.65139, -3.44879, 1.02921], [2.89268, -2.07596, 1.45486], [0.72650, -0.43464, 3.32635], [1.39447, -2.05976, 3.60773], [-0.34530, -1.93189, 3.25281], [0.64860, -1.49909, 3.02392], [3.41465, -1.16153, 1.75390], [3.03583, -2.86605, 2.20951], [1.09843, -4.08288, 1.81712], [1.02479, -3.78679, 0.04644], [3.28252, -2.43053, 0.49011], [-0.44714, -3.51109, 1.04011], [-1.06453, -1.22195, -0.31702], [-1.21853, -1.92490, -1.22851], [-4.51117, -1.90470, -0.00857], [-3.89402, -2.36606, 1.30622], [-3.64698, -3.85420, 1.50842], [-2.68705, -1.69523, 1.56171], [-3.89185, -2.15003, -0.88880], [-4.61069, -0.80813, 0.01271], [-5.50854, -2.36533, -0.07122], [-4.59462, -2.02136, 2.08165], [-3.02399, -4.25912, 0.70566], [-3.11133, -4.03977, 2.45145], [-4.58648, -4.41427, 1.52405]],
  "charge": 2,
  "multiplicity": 2,
  "homo_energy_ev": [-14.169, -14.143],
  "homo_lumo_gap_ev": [5.89, 4.19]
}

***

Record 4
{
  "formula": "C3H11BN2O",
  "method": "the ωB97M-V functional and the def2-TZVPD basis",
  "elements": ["B", "C", "C", "C", "N", "N", "O", "H", "H", "H", "H", "H", "H", "H", "H", "H", "H", "H"],
  "coordinates": [[0.03570, 0.35415, -0.30936], [2.12009, 0.37044, 2.14847], [-2.29924, -0.62672, 0.13440], [-0.18996, -0.27774, -2.69035], [1.68114, 1.44764, 1.30984], [-1.02436, -0.01614, 0.49061], [0.43137, 0.30391, -1.55967], [1.26885, -0.00576, 2.72291], [2.58593, -0.48121, 1.62805], [2.85749, 0.75097, 2.87380], [-3.11165, -0.12159, 0.66148], [-2.47266, -0.53901, -0.93706], [-2.31088, -1.68706, 0.40981], [0.57298, -0.39317, -3.46179], [-0.97938, 0.38192, -3.06251], [-0.61524, -1.25546, -2.45126], [2.39463, 1.64630, 0.61064], [-0.94482, 0.14854, 1.48198]],
  "homo_energy_ev": -7.106,
  "homo_lumo_gap_ev": 7.59
}

***

Record 5
{
  "formula": "C14H15N3O5S2",
  "method": "the ωB97M-V functional and the def2-TZVPD basis",
  "elements": ["C", "O", "C", "C", "S", "C", "N", "N", "C", "N", "C", "O", "C", "O", "C", "C", "C", "C", "C", "C", "O", "C", "O", "S", "H", "H", "H", "H", "H", "H", "H", "H", "H", "H", "H", "H", "H", "H", "H"],
  "coordinates": [[-2.33168, -3.60764, 0.83478], [-1.00539, -3.81982, 1.24812], [-0.32038, -2.62011, 1.51766], [1.14873, -2.96956, 1.69354], [2.13816, -1.54607, 2.23111], [2.15512, -0.61106, 0.78349], [1.53001, -0.91210, -0.30357], [1.69373, -0.03251, -1.27581], [2.43220, 0.97330, -0.96693], [2.71250, 2.02872, -1.79263], [1.82005, 2.68983, -2.60200], [2.18720, 3.53071, -3.37910], [0.36564, 2.28682, -2.39140], [0.12303, 2.31165, -1.00021], [-0.88622, 1.55360, -0.48009], [-0.86383, 1.39985, 0.90403], [-1.84419, 0.68035, 1.57550], [-2.84283, 0.12101, 0.81567], [-2.86430, 0.27061, -0.56913], [-1.90205, 0.97861, -1.24899], [-3.95919, -0.37100, -1.08076], [-4.67105, -0.86646, 0.03389], [-3.92831, -0.62600, 1.20930], [3.06342, 0.89297, 0.68893], [-2.76780, -4.59269, 0.68134], [-2.36157, -3.04132, -0.10454], [-2.90387, -3.06434, 1.59635], [-0.43599, -1.91172, 0.68462], [-0.71618, -2.14798, 2.43116], [1.26659, -3.71942, 2.47488], [1.56755, -3.33865, 0.75936], [3.64965, 2.41224, -1.76781], [0.22402, 1.28051, -2.80362], [-0.27453, 3.00307, -2.91985], [-0.06441, 1.86794, 1.45543], [-1.82369, 0.57031, 2.64621], [-1.95916, 1.08698, -2.31784], [-4.83615, -1.94751, -0.08502], [-5.64663, -0.35504, 0.10251]],
  "homo_energy_ev": -7.965,
  "homo_lumo_gap_ev": 8.27,
  "smiles": "COCCSc1nnc(NC(=O)COc2ccc3c(c2)OCO3)s1"
}

***

Record 6
{
  "formula": "C2H6OP2",
  "method": "the ωB97M-V functional and the def2-TZVPD basis",
  "elements": ["C", "C", "O", "P", "P", "H", "H", "H", "H", "H", "H"],
  "coordinates": [[2.96009, 1.42926, -0.46812], [-1.36354, -1.79848, -0.38294], [-0.50759, -0.69664, -0.62681], [1.28972, 1.53873, -0.65079], [0.66108, -0.29591, 0.39706], [3.64242, 2.17891, -0.98731], [3.44034, 0.71273, 0.19628], [-1.09511, -2.47285, -1.24430], [-2.35481, -1.44433, -0.44957], [-1.21262, -2.23732, 0.59735], [-0.77565, 0.90864, 1.50593]],
  "homo_energy_ev": [-8.518, -8.517],
  "homo_lumo_gap_ev": [8.13, 8.13]
}

***

no.,DFT total energy (eV)
1,-29491.211
2,-24866.630
3,-77230.304
4,-8991.887
5,-51137.777
6,-22792.545